[1]
Density functional theory data (ωB97M-V with the def2-TZVPD basis set) for 13 unconnected molecules or ions with the total composition C39H76O39.

Values from the calculation:
- LUMO: 0.2 eV
- Orbital gap: 10.7 eV
- Highest occupied orbital energy: -10.5576 eV
- Total energy: -4465.7987 a.u.
- Energy above the lowest of the compared OMol25 structures with the same formula, charge and spin: 360.50 kJ/mol

Bonds (Å) are listed after each position.
Cartesian coordinates (Å):
1 C 4.543 7.411 -8.300  C2 1.575, O6 1.412, H7 1.090, H8 1.090
2 C 4.920 6.616 -9.607  C1 1.575, O3 1.377, H9 1.090, H10 1.090
3 O 4.445 7.388 -10.644  C2 1.377, C4 1.356
4 C 3.728 8.413 -10.122  O3 1.356, O5 1.249, O6 1.305
5 O 2.964 9.110 -10.822  C4 1.249
6 O 3.819 8.504 -8.823  C1 1.412, C4 1.305
7 H 5.462 7.751 -7.822  C1 1.090
8 H 3.908 6.823 -7.638  C1 1.090
9 H 4.459 5.628 -9.627  C2 1.090
10 H 5.992 6.493 -9.760  C2 1.090
11 C -11.901 4.525 -9.294  O12 1.493, H17 1.090, H18 1.090, H19 1.090
12 O -12.480 4.958 -10.600  C11 1.493, C13 1.334
13 C -12.811 4.060 -11.530  O12 1.334, O14 1.228, O15 1.280
14 O -12.767 2.845 -11.357  C13 1.228
15 O -13.326 4.666 -12.533  C13 1.280, C16 1.469
16 C -13.546 3.921 -13.780  O15 1.469, H20 1.090, H21 1.090, H22 1.090
17 H -11.857 5.369 -8.605  C11 1.090
18 H -10.933 4.027 -9.358  C11 1.090
19 H -12.541 3.822 -8.760  C11 1.090
20 H -12.690 3.462 -14.274  C16 1.090
21 H -14.005 4.667 -14.430  C16 1.090
22 H -14.286 3.141 -13.601  C16 1.090
23 C -6.795 17.601 -14.811  O24 1.448, H29 1.090, H30 1.090, H31 1.090
24 O -7.007 18.792 -15.605  C23 1.448, C25 1.389
25 C -7.531 18.807 -16.891  O24 1.389, O26 1.231, O27 1.298
26 O -8.079 19.775 -17.419  C25 1.231
27 O -7.390 17.638 -17.436  C25 1.298, C28 1.465
28 C -7.834 17.307 -18.793  O27 1.465, H32 1.090, H33 1.090, H34 1.090
29 H -6.080 16.909 -15.256  C23 1.090
30 H -7.709 17.035 -14.628  C23 1.090
31 H -6.388 17.940 -13.858  C23 1.090
32 H -7.111 17.669 -19.524  C28 1.090
33 H -8.760 17.783 -19.115  C28 1.090
34 H -8.038 16.259 -19.010  C28 1.090
35 C 5.264 12.370 -2.909  O36 1.437, H41 1.090, H42 1.090, H43 1.090
36 O 3.891 12.657 -3.222  C35 1.437, C37 1.326
37 C 2.916 11.837 -2.855  O36 1.326, O38 1.235, O39 1.388
38 O 3.029 10.709 -2.363  C37 1.235
39 O 1.743 12.549 -3.066  C37 1.388, C40 1.434
40 C 0.494 11.848 -2.994  O39 1.434, H44 1.090, H45 1.090, H46 1.090
41 H 5.614 12.715 -1.936  C35 1.090
42 H 5.895 12.862 -3.649  C35 1.090
43 H 5.440 11.298 -2.822  C35 1.090
44 H 0.497 11.050 -2.252  C40 1.090
45 H 0.323 11.364 -3.956  C40 1.090
46 H -0.251 12.621 -2.805  C40 1.090
47 C -3.423 6.075 -3.888  O48 1.460, H53 1.090, H54 1.090, H55 1.090
48 O -4.766 6.593 -4.131  C47 1.460, C49 1.429
49 C -5.348 7.422 -3.124  O48 1.429, O50 1.275, O51 1.329
50 O -4.848 7.740 -1.994  C49 1.275
51 O -6.445 7.972 -3.636  C49 1.329, C52 1.372
52 C -7.321 8.699 -2.870  O51 1.372, H56 1.090, H57 1.090, H58 1.090
53 H -3.339 5.440 -3.006  C47 1.090
54 H -2.693 6.884 -3.890  C47 1.090
55 H -3.174 5.519 -4.792  C47 1.090
56 H -6.656 9.434 -2.416  C52 1.090
57 H -7.822 8.013 -2.189  C52 1.090
58 H -8.026 9.186 -3.544  C52 1.090
59 C -12.704 5.829 -22.162  O60 1.419, H65 1.090, H66 1.090, H67 1.090
60 O -12.398 6.514 -20.958  C59 1.419, C61 1.332
61 C -11.237 7.141 -20.777  O60 1.332, O62 1.235, O63 1.350
62 O -10.364 7.152 -21.651  C61 1.235
63 O -11.181 7.646 -19.527  C61 1.350, C64 1.456
64 C -9.909 8.182 -19.064  O63 1.456, H68 1.090, H69 1.090, H70 1.090
65 H -13.767 6.053 -22.075  C59 1.090
66 H -12.657 4.743 -22.074  C59 1.090
67 H -12.256 6.279 -23.049  C59 1.090
68 H -9.095 7.502 -18.813  C64 1.090
69 H -10.057 8.685 -18.108  C64 1.090
70 H -9.466 8.857 -19.796  C64 1.090
71 C -2.958 13.545 -9.298  O72 1.487, H77 1.090, H78 1.090, H79 1.090
72 O -4.234 13.171 -9.964  C71 1.487, C73 1.436
73 C -5.416 12.925 -9.184  O72 1.436, O74 1.276, O75 1.348
74 O -5.492 13.148 -7.930  C73 1.276
75 O -6.338 12.426 -10.032  C73 1.348, C76 1.372
76 C -7.576 12.056 -9.572  O75 1.372, H80 1.090, H81 1.090, H82 1.090
77 H -2.152 13.522 -10.031  C71 1.090
78 H -2.589 12.841 -8.552  C71 1.090
79 H -3.033 14.579 -8.962  C71 1.090
80 H -8.176 11.684 -10.402  C76 1.090
81 H -8.122 12.857 -9.074  C76 1.090
82 H -7.529 11.347 -8.745  C76 1.090
83 C -2.254 14.327 -20.567  O84 1.436, H89 1.090, H90 1.090, H91 1.090
84 O -3.068 13.532 -19.691  C83 1.436, C85 1.360
85 C -2.422 12.741 -18.793  O84 1.360, O86 1.227, O87 1.338
86 O -1.214 12.539 -18.717  C85 1.227
87 O -3.337 12.183 -17.992  C85 1.338, C88 1.376
88 C -3.000 11.437 -16.885  O87 1.376, H92 1.090, H93 1.090, H94 1.090
89 H -2.811 14.610 -21.460  C83 1.090
90 H -1.414 13.738 -20.936  C83 1.090
91 H -2.008 15.231 -20.009  C83 1.090
92 H -3.812 11.487 -16.160  C88 1.090
93 H -2.080 11.821 -16.445  C88 1.090
94 H -2.740 10.443 -17.247  C88 1.090
95 C 2.264 18.632 -16.827  O96 1.389, H101 1.090, H102 1.090, H103 1.090
96 O 1.716 18.437 -15.566  C95 1.389, C97 1.298
97 C 1.879 19.376 -14.685  O96 1.298, O98 1.216, O99 1.349
98 O 2.891 19.999 -14.428  C97 1.216
99 O 0.772 19.339 -13.914  C97 1.349, C100 1.449
100 C 0.648 20.050 -12.657  O99 1.449, H104 1.090, H105 1.090, H106 1.090
101 H 3.288 18.278 -16.948  C95 1.090
102 H 2.287 19.692 -17.080  C95 1.090
103 H 1.799 18.092 -17.652  C95 1.090
104 H 1.367 19.676 -11.928  C100 1.090
105 H -0.345 19.909 -12.231  C100 1.090
106 H 0.799 21.129 -12.696  C100 1.090
107 C -14.968 12.116 -20.606  O108 1.377, H113 1.090, H114 1.090, H115 1.090
108 O -14.567 12.138 -19.289  C107 1.377, C109 1.346
109 C -13.954 13.221 -18.778  O108 1.346, O110 1.250, O111 1.359
110 O -13.716 14.312 -19.340  C109 1.250
111 O -13.609 13.014 -17.480  C109 1.359, C112 1.444
112 C -12.608 13.850 -16.860  O111 1.444, H116 1.090, H117 1.090, H118 1.090
113 H -15.713 12.864 -20.874  C107 1.090
114 H -15.530 11.198 -20.776  C107 1.090
115 H -14.122 12.207 -21.287  C107 1.090
116 H -12.850 13.747 -15.803  C112 1.090
117 H -12.628 14.874 -17.232  C112 1.090
118 H -11.644 13.397 -17.091  C112 1.090
119 C 5.653 16.994 -8.828  O120 1.405, H125 1.090, H126 1.090, H127 1.090
120 O 6.823 17.362 -8.144  C119 1.405, C121 1.330
121 C 7.782 18.033 -8.775  O120 1.330, O122 1.237, O123 1.400
122 O 7.811 18.504 -9.919  C121 1.237
123 O 8.805 18.108 -7.823  C121 1.400, C124 1.404
124 C 9.913 18.928 -8.092  O123 1.404, H128 1.090, H129 1.090, H130 1.090
125 H 5.654 15.908 -8.917  C119 1.090
126 H 5.506 17.531 -9.765  C119 1.090
127 H 4.817 17.255 -8.180  C119 1.090
128 H 9.480 19.890 -8.367  C124 1.090
129 H 10.427 18.640 -9.008  C124 1.090
130 H 10.542 18.937 -7.202  C124 1.090
131 C -16.506 17.145 -9.256  O132 1.437, H137 1.090, H138 1.090, H139 1.090
132 O -15.547 17.546 -8.265  C131 1.437, C133 1.383
133 C -14.232 17.131 -8.159  O132 1.383, O134 1.253, O135 1.309
134 O -13.468 16.778 -9.088  C133 1.253
135 O -13.844 17.370 -6.932  C133 1.309, C136 1.428
136 C -12.511 17.134 -6.479  O135 1.428, H140 1.090, H141 1.090, H142 1.090
137 H -16.209 17.612 -10.195  C131 1.090
138 H -17.469 17.535 -8.925  C131 1.090
139 H -16.633 16.062 -9.277  C131 1.090
140 H -11.740 17.028 -7.241  C136 1.090
141 H -12.540 16.236 -5.861  C136 1.090
142 H -12.176 18.014 -5.930  C136 1.090
143 C -2.826 18.551 -4.026  O144 1.389, H149 1.090, H150 1.090, H151 1.090
144 O -1.863 18.434 -3.032  C143 1.389, C145 1.287
145 C -0.688 18.908 -3.261  O144 1.287, O146 1.214, O147 1.366
146 O -0.301 19.297 -4.344  C145 1.214
147 O -0.059 18.992 -2.050  C145 1.366, C148 1.419
148 C 1.227 19.583 -1.943  O147 1.419, H152 1.090, H153 1.090, H154 1.090
149 H -3.061 19.600 -4.207  C143 1.090
150 H -3.697 17.973 -3.715  C143 1.090
151 H -2.450 18.178 -4.978  C143 1.090
152 H 1.121 20.626 -2.242  C148 1.090
153 H 1.930 19.218 -2.691  C148 1.090
154 H 1.635 19.552 -0.933  C148 1.090

***

[2]
Density functional theory data (ωB97M-V with the def2-TZVPD basis set) for 5 unconnected molecules or ions with the total composition C39H77N2O15.

Values from the calculation:
- LUMO: -3.3 eV
- Orbital gap: 6.5 eV
- Charge: +1
- Highest occupied orbital energy: -9.8365 eV
- Total energy: -2769.5944 a.u.

Bonds (Å) are listed after each position.
Cartesian coordinates (Å):
1 N -8.237 0.748 -4.730  C2 1.492, H21 1.028, H22 1.027
2 C -8.198 1.696 -3.579  N1 1.492, O3 1.252, C4 1.600
3 O -7.450 2.697 -3.646  C2 1.252
4 C -9.109 1.293 -2.328  C2 1.600, C5 1.610, H23 1.141, H24 1.157
5 C -9.478 2.526 -1.361  C4 1.610, C6 1.604, H25 1.156, H26 1.147
6 C -8.768 2.247 0.050  C5 1.604, C7 1.610, O20 1.450, H27 1.159
7 C -9.285 0.916 0.795  C6 1.610, N8 1.511, H28 1.153, H29 1.155
8 N -8.854 0.831 2.240  C7 1.511, C9 1.499, H30 1.045, H31 1.042
9 C -7.674 1.688 2.585  N8 1.499, C10 1.602, C19 1.610, H32 1.154
10 C -6.273 1.173 2.002  C9 1.602, C11 1.596, H33 1.147, H34 1.158
11 C -5.501 0.134 2.935  C10 1.596, O12 1.252, C13 1.618
12 O -5.703 -0.020 4.161  C11 1.252
13 C -4.343 -0.735 2.212  C11 1.618, C14 1.545, C18 1.554
14 C -4.743 -2.111 1.636  C13 1.545, C15 1.548, H35 1.144
15 C -3.660 -2.937 0.900  C14 1.548, C16 1.545, H36 1.140
16 C -2.252 -2.314 0.776  C15 1.545, C17 1.571, H37 1.152
17 C -1.816 -0.929 1.375  C16 1.571, C18 1.567, H38 1.141
18 C -2.924 -0.108 2.118  C13 1.554, C17 1.567, H39 1.137
19 C -7.923 3.200 2.091  C9 1.610, O20 1.452, H40 1.148, H41 1.156
20 O -8.872 3.337 1.001  C6 1.450, C19 1.452
21 H -7.567 -0.017 -4.578  N1 1.028
22 H -8.069 1.252 -5.610  N1 1.027
23 H -10.088 0.834 -2.695  C4 1.141
24 H -8.546 0.437 -1.790  C4 1.157
25 H -8.961 3.468 -1.789  C5 1.156
26 H -10.606 2.690 -1.229  C5 1.147
27 H -7.637 2.135 -0.183  C6 1.159
28 H -10.435 0.927 0.716  C7 1.153
29 H -8.899 -0.039 0.272  C7 1.155
30 H -9.655 1.205 2.797  N8 1.045
31 H -8.763 -0.161 2.546  N8 1.042
32 H -7.594 1.691 3.736  C9 1.154
33 H -5.550 2.022 1.733  C10 1.147
34 H -6.503 0.630 1.004  C10 1.158
35 H -5.823 -2.462 1.774  C14 1.144
36 H -3.978 -3.946 0.477  C15 1.140
37 H -1.450 -2.909 0.202  C16 1.152
38 H -0.761 -0.504 1.281  C17 1.141
39 H -2.680 0.914 2.555  C18 1.137
40 H -6.925 3.731 1.892  C19 1.148
41 H -8.393 3.763 2.985  C19 1.156
42 C -0.354 -0.618 -2.396  O43 1.416, H51 1.094, H52 1.092, H53 1.095
43 O 0.672 -1.542 -2.085  C42 1.416, C44 1.424
44 C 0.483 -2.810 -2.705  O43 1.424, C45 1.527, H54 1.096, H55 1.095
45 C 1.819 -3.413 -3.129  C44 1.527, O46 1.429, H56 1.093, H57 1.090
46 O 2.410 -2.786 -4.269  C45 1.429, C47 1.429
47 C 2.946 -1.475 -4.076  O46 1.429, C48 1.524, H58 1.091, H59 1.095
48 C 4.189 -1.428 -3.197  C47 1.524, O49 1.425, H60 1.094, H61 1.097
49 O 3.838 -1.586 -1.826  C48 1.425, C50 1.417
50 C 4.840 -2.250 -1.075  O49 1.417, H62 1.095, H63 1.092, H64 1.094
51 H -1.287 -0.908 -1.903  C42 1.094
52 H -0.048 0.363 -2.028  C42 1.092
53 H -0.494 -0.540 -3.479  C42 1.095
54 H -0.167 -2.726 -3.584  C44 1.096
55 H 0.004 -3.467 -1.972  C44 1.095
56 H 1.634 -4.447 -3.432  C45 1.093
57 H 2.523 -3.458 -2.298  C45 1.090
58 H 2.175 -0.789 -3.721  C47 1.091
59 H 3.227 -1.129 -5.076  C47 1.095
60 H 4.679 -0.456 -3.302  C48 1.094
61 H 4.887 -2.213 -3.516  C48 1.097
62 H 5.115 -3.198 -1.547  C50 1.095
63 H 4.432 -2.470 -0.086  C50 1.092
64 H 5.720 -1.609 -0.965  C50 1.094
65 C 12.578 -1.109 0.366  O66 1.416, H74 1.094, H75 1.092, H76 1.096
66 O 11.585 -0.118 0.173  C65 1.416, C67 1.424
67 C 10.921 -0.237 -1.081  O66 1.424, C68 1.527, H77 1.096, H78 1.095
68 C 9.443 0.123 -0.949  C67 1.527, O69 1.432, H79 1.093, H80 1.090
69 O 8.657 -0.868 -0.278  C68 1.432, C70 1.428
70 C 8.865 -0.998 1.130  O69 1.428, C71 1.524, H81 1.091, H82 1.095
71 C 8.378 0.191 1.948  C70 1.524, O72 1.424, H83 1.094, H84 1.098
72 O 9.281 1.286 1.824  C71 1.424, C73 1.415
73 C 8.634 2.542 1.901  O72 1.415, H85 1.095, H86 1.092, H87 1.094
74 H 13.430 -0.928 -0.296  C65 1.094
75 H 12.912 -1.056 1.403  C65 1.092
76 H 12.168 -2.110 0.193  C65 1.096
77 H 11.009 -1.253 -1.481  C67 1.096
78 H 11.403 0.459 -1.776  C67 1.095
79 H 9.026 0.189 -1.957  C68 1.093
80 H 9.306 1.104 -0.495  C68 1.090
81 H 9.907 -1.239 1.347  C70 1.091
82 H 8.279 -1.874 1.427  C70 1.095
83 H 8.337 -0.082 3.007  C71 1.094
84 H 7.372 0.473 1.614  C71 1.098
85 H 7.808 2.600 1.186  C73 1.095
86 H 9.362 3.313 1.641  C73 1.092
87 H 8.271 2.722 2.917  C73 1.094
88 C -12.135 5.354 0.054  O89 1.415, H97 1.095, H98 1.092, H99 1.095
89 O -12.862 5.104 -1.134  C88 1.415, C90 1.425
90 C -14.205 4.700 -0.887  O89 1.425, C91 1.527, H100 1.096, H101 1.095
91 C -15.148 5.271 -1.943  C90 1.527, O92 1.429, H102 1.093, H103 1.090
92 O -15.397 6.672 -1.809  C91 1.429, C93 1.429
93 C -14.321 7.551 -2.144  O92 1.429, C94 1.523, H104 1.091, H105 1.095
94 C -13.977 7.585 -3.628  C93 1.523, O95 1.425, H106 1.093, H107 1.097
95 O -13.256 6.412 -4.001  C94 1.425, C96 1.416
96 C -13.517 6.009 -5.333  O95 1.416, H108 1.095, H109 1.092, H110 1.093
97 H -11.937 4.416 0.583  C88 1.095
98 H -11.186 5.817 -0.221  C88 1.092
99 H -12.676 6.050 0.704  C88 1.095
100 H -14.539 5.023 0.105  C90 1.096
101 H -14.233 3.606 -0.930  C90 1.095
102 H -16.121 4.791 -1.813  C91 1.093
103 H -14.818 5.027 -2.953  C91 1.090
104 H -13.443 7.341 -1.532  C93 1.091
105 H -14.665 8.550 -1.857  C93 1.095
106 H -13.336 8.445 -3.840  C94 1.093
107 H -14.901 7.679 -4.212  C94 1.097
108 H -14.593 5.909 -5.507  C96 1.095
109 H -13.058 5.029 -5.485  C96 1.092
110 H -13.081 6.721 -6.039  C96 1.093
111 C 11.317 -3.860 3.210  O112 1.416, H120 1.094, H121 1.092, H122 1.096
112 O 12.660 -4.261 3.010  C111 1.416, C113 1.425
113 C 13.589 -3.477 3.754  O112 1.425, C114 1.526, H123 1.096, H124 1.095
114 C 14.745 -4.339 4.256  C113 1.526, O115 1.430, H125 1.093, H126 1.090
115 O 14.400 -5.211 5.335  C114 1.430, C116 1.429
116 C 13.568 -6.329 5.017  O115 1.429, C117 1.524, H127 1.091, H128 1.095
117 C 14.243 -7.389 4.156  C116 1.524, O118 1.425, H129 1.094, H130 1.097
118 O 14.330 -6.952 2.803  C117 1.425, C119 1.416
119 C 15.477 -7.449 2.138  O118 1.416, H131 1.095, H132 1.092, H133 1.094
120 H 11.137 -2.888 2.740  C111 1.094
121 H 10.668 -4.606 2.749  C111 1.092
122 H 11.079 -3.817 4.278  C111 1.096
123 H 13.104 -2.994 4.609  C113 1.096
124 H 13.977 -2.703 3.084  C113 1.095
125 H 15.507 -3.668 4.659  C114 1.093
126 H 15.219 -4.890 3.444  C114 1.090
127 H 12.623 -5.999 4.583  C116 1.091
128 H 13.320 -6.786 5.980  C116 1.095
129 H 13.649 -8.307 4.168  C117 1.094
130 H 15.239 -7.605 4.563  C117 1.097
131 H 16.384 -7.224 2.707  C119 1.095
132 H 15.551 -6.947 1.172  C119 1.092
133 H 15.386 -8.527 1.975  C119 1.094